C36H38Cl3N4ORhSSeTe | the ωB97M-V functional and the def2-TZVPD basis

Results
F_max = 1.60 eV Å⁻¹
total charge = +2
E = -169993.25315 eV
relative energy (zero: lowest compared OMol25 entry of this formula, charge and spin) = 30.3 kcal/mol
spin multiplicity = 5
HOMO (spin up / spin down) = -12.602 / -12.574 eV
Kohn-Sham gap (spin up / spin down) = 7.91 / 4.86 eV

Last column: Mulliken spin population.
Cartesian coordinates (Å):
Rh1 -1.051 -0.816 0.461  2.277
Cl1 -8.180 -1.800 1.730  0.003
C1 -6.561 -1.231 1.706  0.016
C2 -5.576 -1.996 1.106  -0.006
C3 -4.284 -1.517 1.082  -0.011
Cl2 -3.015 -2.440 0.359  0.064
C4 -3.903 -0.274 1.628  0.025
O1 -2.669 0.169 1.588  0.157
C5 -4.950 0.450 2.260  0.024
Cl3 -4.553 1.932 3.068  0.009
C6 -6.246 -0.016 2.300  -0.007
H1 -5.826 -2.950 0.664  0.001
H2 -7.015 0.548 2.809  0.000
C7 -0.094 2.030 5.566  -0.038
Te1 -1.763 1.530 4.302  0.955
C8 -2.372 3.541 4.706  -0.020
C9 -1.276 4.226 5.463  -0.018
C10 -1.392 5.577 5.782  0.013
C11 -0.411 6.194 6.536  -0.001
C12 0.700 5.471 6.953  -0.001
C13 0.833 4.135 6.613  0.010
C14 -0.164 3.500 5.877  0.004
H3 0.858 1.744 5.116  0.007
H4 -0.194 1.445 6.486  0.029
H5 -3.285 3.474 5.304  0.025
H6 -2.625 4.057 3.779  0.006
H7 -2.259 6.131 5.448  0.000
H8 -0.520 7.235 6.804  0.000
H9 1.466 5.947 7.548  0.000
H10 1.708 3.583 6.932  0.000
C15 3.579 -0.954 -3.160  0.002
C16 3.579 0.400 -3.875  -0.004
C17 2.356 1.269 -3.564  0.000
C18 1.111 0.943 -4.392  -0.006
N1 0.649 -0.434 -4.250  0.008
C19 0.073 -0.966 -3.157  0.020
Se1 -0.234 0.048 -1.612  0.357
N2 -0.252 -2.250 -3.408  0.004
C20 -0.837 -3.214 -2.492  0.031
C21 0.183 -4.276 -2.069  -0.001
C22 1.207 -3.770 -1.052  -0.002
C23 0.648 -3.715 0.367  0.015
C24 0.123 -2.555 -4.706  0.015
C25 -0.024 -3.711 -5.466  -0.001
C26 0.475 -3.681 -6.751  0.007
C27 1.090 -2.536 -7.274  0.006
C28 1.211 -1.379 -6.534  -0.001
C29 0.710 -1.403 -5.237  0.006
H11 4.570 -1.404 -3.213  0.000
H12 2.883 -1.662 -3.612  -0.002
H13 3.319 -0.832 -2.106  0.002
H14 3.657 0.245 -4.954  0.001
H15 4.468 0.949 -3.564  0.000
H16 2.595 2.315 -3.763  0.002
H17 2.113 1.186 -2.503  0.003
H18 1.311 1.109 -5.448  0.001
H19 0.296 1.606 -4.093  0.003
H20 -1.684 -3.682 -2.995  0.003
H21 -1.208 -2.673 -1.625  -0.047
H22 0.701 -4.639 -2.957  0.000
H23 -0.363 -5.121 -1.646  0.000
H24 1.579 -2.783 -1.347  -0.001
H25 2.060 -4.449 -1.061  0.002
H26 -0.040 -2.856 0.499  0.010
H27 1.454 -3.604 1.088  0.000
H28 0.109 -4.632 0.599  0.001
H29 -0.521 -4.589 -5.080  -0.001
H30 0.393 -4.562 -7.371  0.000
H31 1.463 -2.555 -8.288  0.000
H32 1.667 -0.494 -6.953  0.000
N3 -1.090 3.023 0.861  0.028
C30 0.053 2.309 0.910  -0.027
N4 0.110 1.107 1.438  0.047
C31 1.419 0.626 1.450  0.003
C32 1.812 -0.607 1.963  -0.013
C33 3.141 -0.976 1.851  0.016
C34 4.067 -0.132 1.240  -0.004
C35 3.692 1.106 0.745  0.005
C36 2.364 1.481 0.869  -0.022
S1 1.574 2.957 0.351  0.018
H33 -1.952 2.490 0.884  0.003
H34 -1.098 3.888 0.346  -0.002
H35 1.074 -1.229 2.461  -0.008
H36 3.473 -1.926 2.247  0.000
H37 5.098 -0.444 1.164  0.000
H38 4.412 1.761 0.275  0.001

C36H45N9 | the ωB97M-V functional and the def2-TZVPD basis

Results
SMILES = c1cc[nH]c1.c1cc[nH]c1.c1cc[nH]c1.c1cc[nH]c1.c1cc[nH]c1.c1cc[nH]c1.c1cc[nH]c1.c1cc[nH]c1.c1cc[nH]c1
F_max = 3.07 eV Å⁻¹
E = -51468.02053 eV
relative energy (zero: lowest compared OMol25 entry of this formula, charge and spin) = 76.4 kcal/mol
HOMO = -7.580 eV
Kohn-Sham gap = 8.25 eV

Last column: Mulliken charge in e.
Cartesian coordinates (Å):
N1 3.449 -2.564 -4.277  -0.020
C1 4.182 -1.516 -4.883  -0.561
C2 3.450 -0.366 -4.772  -0.713
C3 2.404 -0.626 -3.798  -0.296
C4 2.502 -1.978 -3.511  -0.505
H1 3.619 -3.543 -4.455  0.216
H2 5.080 -1.630 -5.472  0.419
H3 3.764 0.580 -5.189  0.502
H4 1.694 0.062 -3.362  0.623
H5 1.803 -2.553 -2.921  0.367
N2 -5.219 -1.637 4.062  0.041
C5 -3.925 -1.834 3.681  -1.006
C6 -3.648 -0.934 2.613  -0.090
C7 -4.782 -0.087 2.474  -0.089
C8 -5.742 -0.624 3.327  -0.945
H6 -5.747 -2.105 4.785  0.192
H7 -3.385 -2.654 4.129  0.408
H8 -2.716 -0.833 2.077  0.731
H9 -4.869 0.734 1.779  0.304
H10 -6.726 -0.220 3.514  0.377
N3 3.715 1.800 1.261  0.169
C9 3.132 3.028 1.547  -0.985
C10 2.615 3.095 2.823  -0.249
C11 2.872 1.757 3.324  -0.464
C12 3.522 0.993 2.318  -0.596
H11 4.217 1.507 0.435  0.509
H12 3.103 3.791 0.783  0.344
H13 2.158 3.963 3.273  0.406
H14 2.650 1.551 4.360  0.415
H15 3.779 -0.056 2.305  0.307
N4 -3.487 -0.150 -4.450  0.026
C13 -2.682 -1.287 -4.683  -0.795
C14 -1.601 -1.288 -3.823  -0.196
C15 -1.671 -0.080 -3.138  0.256
C16 -2.870 0.566 -3.459  -1.240
H16 -4.387 0.087 -4.842  0.214
H17 -3.055 -1.994 -5.409  0.390
H18 -0.759 -1.960 -3.748  0.429
H19 -0.918 0.282 -2.453  0.466
H20 -3.275 1.511 -3.128  0.446
N5 -5.378 3.439 -0.990  0.009
C17 -4.344 4.065 -0.305  -0.938
C18 -3.556 3.014 0.201  -0.085
C19 -4.019 1.807 -0.333  -0.233
C20 -5.295 2.111 -0.736  -1.169
H21 -6.203 3.844 -1.407  0.223
H22 -4.330 5.136 -0.161  0.403
H23 -2.603 3.023 0.710  0.409
H24 -3.507 0.856 -0.332  0.936
H25 -6.096 1.455 -1.043  0.453
N6 0.639 -6.505 -1.003  0.009
C21 0.499 -6.378 0.345  -0.643
C22 1.106 -5.120 0.746  -0.608
C23 1.690 -4.557 -0.412  -0.075
C24 1.272 -5.351 -1.488  -0.604
H26 0.299 -7.279 -1.555  0.205
H27 0.103 -7.164 0.970  0.386
H28 1.171 -4.582 1.681  0.384
H29 2.271 -3.651 -0.504  0.577
H30 1.441 -5.168 -2.538  0.411
N7 0.731 0.810 0.766  0.321
C25 1.288 -0.200 0.030  0.048
C26 0.326 -1.096 -0.242  -1.192
C27 -0.845 -0.658 0.298  -0.584
C28 -0.607 0.520 0.943  -0.789
H31 1.175 1.684 1.013  0.247
H32 2.320 -0.216 -0.287  0.272
H33 0.443 -2.005 -0.813  0.540
H34 -1.759 -1.165 0.025  0.651
H35 -1.200 1.241 1.486  0.612
N8 4.491 0.281 -1.693  0.453
C29 4.536 1.559 -2.251  -0.374
C30 5.536 2.284 -1.715  -0.590
C31 6.139 1.473 -0.731  -0.383
C32 5.505 0.253 -0.731  -0.685
H36 3.861 -0.421 -2.052  -0.066
H37 3.917 1.761 -3.112  0.396
H38 5.882 3.273 -1.976  0.436
H39 6.904 1.776 -0.030  0.395
H40 5.531 -0.601 -0.071  0.413
N9 -0.529 1.788 5.359  0.057
C33 -0.208 2.993 4.850  -0.727
C34 -1.250 3.371 4.025  -0.835
C35 -2.144 2.337 3.962  0.194
C36 -1.768 1.439 4.926  -0.846
H41 0.073 1.305 6.010  0.232
H42 0.751 3.411 5.116  0.558
H43 -1.272 4.256 3.407  0.402
H44 -2.994 2.242 3.303  0.536
H45 -2.243 0.523 5.244  0.450

C50H61BN9OPS3W | the ωB97M-V functional and the def2-TZVPD basis

Results
F_max = 0.63 eV Å⁻¹
total charge = +4
E = -112562.28471 eV
relative energy (zero: lowest compared OMol25 entry of this formula, charge and spin) = 2.8 kcal/mol
HOMO = -18.212 eV
Kohn-Sham gap = 5.73 eV

Last column: Mulliken charge in e.
Cartesian coordinates (Å):
W1 -0.329 -0.061 -0.346  0.848
C1 -0.188 -4.527 2.677  -1.644
C2 -1.251 -3.475 2.667  -0.017
C3 -2.480 -3.639 3.261  -0.911
C4 -3.467 -2.625 3.221  0.187
N1 -3.201 -1.444 2.689  -0.569
N2 -2.004 -1.283 2.147  1.235
B1 -1.493 0.121 1.716  -0.776
N3 -0.429 0.493 2.850  0.614
N4 -0.622 -0.041 4.060  0.048
C5 0.249 0.255 5.000  0.035
C6 1.322 1.151 4.748  -0.498
C7 1.508 1.709 3.512  -0.159
C8 2.627 2.639 3.170  -1.727
C9 0.572 1.294 2.540  1.467
S1 0.618 1.802 0.867  -0.408
C10 0.114 -0.439 6.341  2.188
C11 0.055 0.613 7.459  -1.589
C12 1.356 -1.319 6.541  -1.692
C13 -1.146 -1.297 6.373  -1.954
N5 -2.553 1.258 1.751  0.713
N6 -3.053 1.523 2.951  -0.200
C14 -3.821 2.595 3.090  -0.384
C15 -4.099 3.423 1.985  -0.773
C16 -3.576 3.152 0.741  -0.016
C17 -3.818 4.026 -0.450  -1.759
C18 -2.754 2.009 0.676  0.931
S2 -1.993 1.526 -0.830  -0.463
C19 -4.311 2.868 4.502  2.262
C20 -3.068 3.171 5.347  -1.410
C21 -5.274 4.049 4.547  -2.346
C22 -5.002 1.615 5.045  -1.497
C23 -1.072 -2.221 2.056  1.462
S3 0.379 -1.737 1.183  -0.520
C24 -4.842 -2.834 3.824  1.778
C25 -4.704 -2.613 5.338  -1.338
C26 -5.323 -4.266 3.556  -1.863
C27 -5.845 -1.850 3.228  -1.326
H1 -0.602 -5.486 2.976  0.475
H2 0.595 -4.259 3.388  0.295
H3 0.275 -4.640 1.697  0.368
H4 -2.713 -4.573 3.752  0.452
H5 2.016 1.380 5.544  0.568
H6 3.182 2.923 4.059  0.453
H7 2.249 3.547 2.702  0.385
H8 3.315 2.163 2.471  0.354
H9 0.963 1.211 7.517  0.408
H10 -0.051 0.105 8.415  0.492
H11 -0.791 1.284 7.344  0.264
H12 2.282 -0.746 6.544  0.393
H13 1.430 -2.087 5.771  0.299
H14 1.289 -1.820 7.506  0.479
H15 -2.048 -0.711 6.185  0.266
H16 -1.233 -1.753 7.358  0.587
H17 -1.104 -2.100 5.636  0.189
H18 -4.718 4.298 2.126  0.728
H19 -4.595 4.756 -0.237  0.491
H20 -4.128 3.448 -1.318  0.319
H21 -2.906 4.562 -0.714  0.355
H22 -2.591 4.102 5.039  0.428
H23 -2.344 2.359 5.272  0.047
H24 -3.356 3.276 6.392  0.472
H25 -4.800 4.988 4.263  0.474
H26 -5.633 4.174 5.567  0.413
H27 -6.151 3.892 3.919  0.517
H28 -4.335 0.754 5.027  0.053
H29 -5.899 1.377 4.474  0.407
H30 -5.303 1.795 6.074  0.512
H31 -4.013 -3.327 5.785  0.370
H32 -5.672 -2.751 5.813  0.546
H33 -4.354 -1.607 5.564  0.053
H34 -4.805 -5.008 4.159  0.396
H35 -5.225 -4.541 2.505  0.369
H36 -6.378 -4.340 3.813  0.471
H37 -5.481 -0.825 3.235  -0.080
H38 -6.765 -1.883 3.807  0.528
H39 -6.100 -2.123 2.203  0.275
O1 2.555 -0.452 0.379  -0.392
N7 1.834 -0.428 -0.824  0.370
C28 2.538 -0.654 -1.891  -0.212
C29 2.215 -0.656 -3.297  0.301
C30 3.318 -0.964 -4.111  -0.966
C31 3.216 -0.937 -5.494  -1.018
C32 2.011 -0.578 -6.070  -0.800
C33 0.910 -0.262 -5.273  -0.604
C34 0.988 -0.313 -3.889  0.540
P1 -0.503 0.228 -3.010  1.020
C35 -0.607 1.962 -3.513  1.707
C36 -1.454 2.398 -4.527  -0.728
C37 -1.378 3.716 -4.964  -0.867
C38 -0.453 4.586 -4.409  -0.718
C39 0.414 4.143 -3.412  -0.847
C40 0.337 2.837 -2.968  -0.560
C41 -1.867 -0.702 -3.742  0.564
C42 -3.162 -0.173 -3.697  -0.669
C43 -4.213 -0.849 -4.294  -1.174
C44 -3.982 -2.063 -4.933  -0.770
C45 -2.704 -2.599 -4.971  -0.936
C46 -1.646 -1.922 -4.379  -0.787
H40 3.502 -0.595 0.177  0.373
H41 3.590 -0.866 -1.706  0.395
H42 4.264 -1.218 -3.652  0.468
H43 4.072 -1.178 -6.108  0.475
H44 1.915 -0.531 -7.147  0.489
H45 -0.011 0.034 -5.761  0.535
H46 -2.166 1.733 -4.994  0.555
H47 -2.038 4.055 -5.749  0.524
H48 -0.393 5.606 -4.762  0.472
H49 1.150 4.815 -2.995  0.515
H50 1.035 2.507 -2.198  0.300
H51 -3.349 0.792 -3.246  0.873
H52 -5.203 -0.416 -4.294  0.563
H53 -4.797 -2.578 -5.424  0.498
H54 -2.522 -3.532 -5.483  0.547
H55 -0.652 -2.347 -4.439  0.548
C47 -4.220 -0.866 -0.506  -0.407
C48 -3.103 -1.794 -0.807  0.358
N8 -1.767 -1.622 -0.766  0.684
C49 -1.210 -2.831 -1.206  0.017
C50 -2.195 -3.704 -1.494  -1.548
N9 -3.362 -3.038 -1.230  0.176
H56 -4.115 0.052 -1.078  -0.168
H57 -4.275 -0.640 0.559  -0.600
H58 -5.160 -1.333 -0.792  0.793
H59 -0.146 -2.983 -1.289  0.440
H60 -2.175 -4.712 -1.859  0.551
H61 -4.294 -3.406 -1.369  0.321

C4H6N2O | the ωB97M-V functional and the def2-TZVPD basis

Results
SMILES = Cc1ncc(O)[nH]1
F_max = 0.39 eV Å⁻¹
E = -9272.87221 eV
relative energy (zero: lowest compared OMol25 entry of this formula, charge and spin) = 14.5 kcal/mol
HOMO = -8.046 eV
Kohn-Sham gap = 8.74 eV

Last column: Mulliken charge in e.
Cartesian coordinates (Å):
C1 -1.025 1.884 0.314  -1.037
C2 -0.554 0.528 -0.089  0.452
N1 -0.475 0.075 -1.312  -0.617
C3 0.293 -1.072 -1.249  -0.389
C4 0.687 -1.288 0.039  0.403
O1 1.487 -2.191 0.657  -0.530
N2 0.126 -0.286 0.785  -0.072
H1 -1.660 2.300 -0.470  0.298
H2 -0.146 2.533 0.415  0.252
H3 -1.565 1.894 1.267  0.328
H4 0.542 -1.642 -2.134  0.393
H5 2.086 -2.548 -0.009  0.330
H6 0.204 -0.187 1.785  0.189

C5H7FO2 | the ωB97M-V functional and the def2-TZVPD basis

Results
F_max = 5.03 eV Å⁻¹
E = -12106.37201 eV
relative energy (zero: lowest compared OMol25 entry of this formula, charge and spin) = 83.2 kcal/mol
HOMO = -7.404 eV
Kohn-Sham gap = 7.48 eV

Last column: Mulliken charge in e.
Cartesian coordinates (Å):
C1 -1.463 -1.087 0.326  -0.596
C2 -2.028 0.035 -0.030  0.022
C3 0.054 -1.023 0.456  -0.270
C4 0.580 0.153 -0.371  -0.737
C5 -0.051 1.441 0.024  0.403
O1 -0.075 1.794 1.328  -0.473
O2 -0.141 2.319 -0.989  -0.405
F1 -3.345 0.306 -0.148  -0.253
H1 -1.843 -2.063 0.137  0.351
H2 0.300 -0.758 1.507  0.278
H3 0.399 -1.940 -0.095  0.326
H4 1.541 0.357 -0.069  0.338
H5 0.522 0.035 -1.460  0.312
H6 -0.754 2.518 1.653  0.394
H7 -0.472 3.147 -0.698  0.308

CHPS3 | the ωB97M-V functional and the def2-TZVPD basis

Results
SMILES = P#S#S#CS
F_max = 3.95 eV Å⁻¹
E = -42844.13952 eV
relative energy (zero: lowest compared OMol25 entry of this formula, charge and spin) = 64.0 kcal/mol
HOMO = -8.027 eV
Kohn-Sham gap = 6.45 eV

Last column: Mulliken charge in e.
Cartesian coordinates (Å):
C1 0.384 -0.267 -0.001  -0.045
P1 -2.623 -1.210 0.123  0.213
S1 -0.027 1.365 0.053  -0.183
S2 -2.331 0.599 -0.294  0.002
S3 1.995 -0.770 -0.049  -0.086
H1 2.603 0.284 0.168  0.099

C7H11N | the ωB97M-V functional and the def2-TZVPD basis

Results
SMILES = C#CC1(N(C)C)CC1
F_max = 5.37 eV Å⁻¹
E = -8921.11443 eV
relative energy (zero: lowest compared OMol25 entry of this formula, charge and spin) = 152.5 kcal/mol
HOMO = -8.346 eV
Kohn-Sham gap = 9.36 eV

Last column: Mulliken charge in e.
Cartesian coordinates (Å):
C1 -1.616 -0.266 -1.075  -1.076
C2 -0.814 -1.459 0.862  -0.768
C3 0.623 0.290 -0.036  1.104
C4 0.403 1.780 -0.366  -0.736
C5 0.263 1.244 0.986  -0.546
C6 1.844 -0.403 -0.214  -0.956
C7 2.870 -1.060 -0.396  -0.067
H1 -2.254 0.160 -0.321  0.413
H2 -2.055 -1.093 -1.562  0.309
H3 -1.280 0.393 -1.841  0.388
H4 0.155 -2.066 1.189  0.218
H5 -1.773 -2.095 0.767  0.295
H6 -0.706 -0.582 1.759  0.283
H7 1.241 2.509 -0.461  0.289
H8 -0.397 2.122 -1.046  0.182
H9 0.803 1.527 1.865  0.320
H10 -0.883 0.936 1.259  0.282
H11 4.024 -1.275 -0.960  0.294
N1 -0.448 -0.662 -0.408  -0.228

Br2Cl3IMnO12 | the ωB97M-V functional and the def2-TZVPD basis

Results
F_max = 2.36 eV Å⁻¹
total charge = -4
E = -241620.35018 eV
spin multiplicity = 6
HOMO (spin up / spin down) = 2.621 / 2.526 eV
Kohn-Sham gap (spin up / spin down) = 5.62 / 5.69 eV

Last column: Mulliken spin population.
Cartesian coordinates (Å):
Mn1 -0.494 -0.894 1.848  4.834
I1 -3.179 -0.956 2.340  0.047
Br1 0.370 -3.473 1.682  0.050
Br2 0.498 0.080 3.963  0.063
Cl1 -1.120 2.815 0.134  0.001
O1 -0.464 3.035 -1.160  0.001
O2 -2.530 3.079 0.123  0.001
O3 -0.939 1.447 0.488  0.003
O4 -0.569 3.770 1.094  0.000
Cl2 2.813 0.135 0.074  0.003
O5 1.592 -0.375 0.629  -0.008
O6 3.470 -0.995 -0.555  0.001
O7 2.598 1.230 -0.828  0.001
O8 3.667 0.624 1.135  0.000
Cl3 -1.172 -1.893 -2.174  0.001
O9 0.069 -2.604 -2.406  0.001
O10 -2.271 -2.768 -2.575  0.001
O11 -1.177 -1.542 -0.780  -0.001
O12 -1.162 -0.714 -3.032  0.001